# 1
The following is a quantum chemistry calculation of a 2-piece molecular cluster, C7H10N4O overall in a non-equilibrium geometry, from OMol25.

Summary:
structure (SMILES): [H]/N=C(/N)CC=O.N#CCCC#N
highest occupied orbital energy: -9.5 eV
Kohn-Sham gap: 10.1160 eV

```
! RIJCOSX wB97M-V def2-TZVPD def2/J DEFGRID3
* xyz 0 1
H 1.446 0.308 -2.932
N 0.540 -0.023 -2.566
C 0.071 0.802 -1.706
N -1.172 0.596 -1.153
C 0.735 2.106 -1.308
C 0.791 2.416 0.180
O 0.044 1.978 1.014
H -1.280 0.914 -0.198
H -1.532 -0.331 -1.344
H 1.760 2.151 -1.717
H 0.173 2.939 -1.763
H 1.588 3.109 0.451
N -2.247 -3.952 1.549
C -1.738 -2.926 1.366
C -1.067 -1.643 1.146
C 0.432 -1.751 1.459
C 1.126 -0.434 1.232
N 1.598 0.536 1.060
H -1.218 -1.356 0.122
H -1.542 -0.880 1.786
H 0.587 -2.051 2.498
H 0.907 -2.507 0.823
*
```

Results of the Mulliken charge analysis, in e, for atoms 1 through 5: 0.24, -0.86, 0.64, -0.59, -0.63


# 2
The following is a quantum chemistry calculation of an isolated ion of composition C7H10NO and charge +1 in a non-equilibrium geometry, from OMol25.

Summary:
structure (SMILES): CC=C=[N+](C)CC=C=O
highest occupied orbital energy: -13.2 eV
Kohn-Sham gap: 8.9564 eV

```
! RIJCOSX wB97M-V def2-TZVPD def2/J DEFGRID3
* xyz 1 1
C 1.673 -2.245 0.125
C 0.484 -1.620 -0.517
C -0.237 -0.627 -0.146
N -0.967 0.403 0.021
C -2.198 0.107 0.737
C -0.632 1.767 -0.483
C 0.747 2.193 -0.223
C 1.720 1.390 0.092
O 2.585 0.750 0.505
H 1.260 -2.978 0.882
H 2.312 -1.676 0.778
H 2.206 -2.672 -0.601
H 0.129 -1.959 -1.622
H -2.134 0.281 1.788
H -2.627 -0.966 0.526
H -2.932 0.716 0.485
H -1.462 2.536 -0.012
H -0.939 1.567 -1.615
H 1.011 3.033 -0.722
*
```

Results of the Mulliken charge analysis, in e, for atoms 1 through 5: -1.12, -0.22, 0.49, -0.05, -1.07


# 3
The following is a quantum chemistry calculation of an isolated ion of composition C7H10NO and charge +1 in a non-equilibrium geometry, from OMol25.

Summary:
structure (SMILES): C#C/C(O)=C\[C@H]1C[N@H+]1C
highest occupied orbital energy (alpha / beta): -13.1 / -13.1 eV
Kohn-Sham gap (alpha / beta): 9.6034 / 9.6040 eV

```
! RIJCOSX wB97M-V def2-TZVPD def2/J DEFGRID3
* xyz 1 1
C -2.076 0.926 -1.556
C -1.658 0.687 -0.452
C -1.318 0.584 0.926
O -2.022 1.380 1.753
C -0.378 -0.204 1.488
C 0.488 -1.163 0.822
C 0.386 -1.505 -0.609
N 1.529 -0.708 -0.177
C 1.688 0.676 -0.596
H -2.411 1.083 -2.539
H -2.691 1.895 1.285
H -0.290 -0.138 2.561
H 0.886 -1.917 1.491
H 0.596 -2.513 -0.943
H -0.337 -0.980 -1.219
H 2.423 -1.193 -0.128
H 0.740 1.202 -0.503
H 2.429 1.171 0.032
H 2.014 0.717 -1.636
*
```

Results of the Mulliken charge analysis, in e, for atoms 1 through 5: 0.29, -1.00, 0.82, -0.45, -0.96


# 4
The following is a quantum chemistry calculation of an isolated ion of composition C7H10NO2 and charge +1 in a non-equilibrium geometry, from OMol25.

Summary:
highest occupied orbital energy (alpha / beta): -14.3 / -14.3 eV
Kohn-Sham gap (alpha / beta): 9.1354 / 9.1360 eV

```
! RIJCOSX wB97M-V def2-TZVPD def2/J DEFGRID3
* xyz 1 1
C 1.392 1.743 0.546
C 0.186 2.157 0.278
C 1.699 0.436 -0.084
C -0.598 1.247 -0.616
C 0.318 -0.061 -0.594
C -0.253 -1.011 0.417
C -0.335 -2.443 0.084
N -2.244 -0.201 0.034
O -3.338 -0.627 0.224
O -1.968 0.973 -0.342
H 2.132 2.221 1.267
H -0.252 3.084 0.789
H 2.393 0.460 -0.882
H 1.883 -0.236 0.717
H -0.585 1.622 -1.687
H 0.645 -0.441 -1.554
H -0.312 -0.647 1.440
H -1.000 -3.019 0.610
H 0.748 -2.842 0.279
H -0.512 -2.416 -0.926
*
```

Results of the Mulliken charge analysis, in e, for atoms 1 through 5: -0.34, -0.49, -0.82, 0.18, 0.11


# 5
The following is a quantum chemistry calculation of a 2-piece molecular cluster, C7H10NO2 overall in a non-equilibrium geometry, from OMol25.

Summary:
highest occupied orbital energy: -13.9 eV
Kohn-Sham gap: 9.2561 eV

```
! RIJCOSX wB97M-V def2-TZVPD def2/J DEFGRID3
* xyz 1 1
C -0.327 -1.073 0.948
C 0.859 -0.157 1.027
C -1.669 -0.764 0.422
C -1.007 2.443 1.451
C 1.687 -0.161 -0.217
C 0.856 -0.037 -1.569
C -0.160 -1.185 -1.638
N -0.877 -1.261 -0.430
O 1.085 0.519 1.962
O -1.409 1.447 0.779
H -0.231 -2.003 1.432
H -0.495 2.385 2.389
H -1.720 3.290 1.386
H 2.361 0.665 -0.214
H 2.255 -1.040 0.003
H 0.340 0.896 -1.645
H 1.679 -0.109 -2.428
H -0.741 -1.058 -2.508
H 0.324 -2.070 -1.786
H -2.809 -0.727 0.633
*
```

Results of the Mulliken charge analysis, in e, for atoms 1 through 5: -0.40, 0.35, 0.30, -0.07, -0.69


# 6
The following is a quantum chemistry calculation of an isolated ion of composition C7H10NO5P and charge -2 in a non-equilibrium geometry, from OMol25.

Summary:
structure (SMILES): N[C@H](C(=O)[O-])[C@H]1CCC=C1[P@@](=O)([O-])O
highest occupied orbital energy: -1.1 eV
Kohn-Sham gap: 7.1008 eV

```
! RIJCOSX wB97M-V def2-TZVPD def2/J DEFGRID3
* xyz -2 1
N 0.096 -2.030 -0.591
C 1.030 -0.828 -0.430
C 2.562 -1.368 0.213
O 2.549 -2.556 0.575
O 3.455 -0.483 0.066
C 0.399 0.097 0.590
C 1.082 1.510 0.697
C 0.281 2.416 -0.221
C -1.084 1.763 -0.471
C -1.134 0.541 0.082
P -2.660 -0.479 0.144
O -2.727 -1.242 1.431
O -3.888 0.376 -0.100
O -2.551 -1.527 -1.152
H -0.414 -2.091 0.329
H 0.518 -2.921 -0.721
H 1.561 -0.460 -1.280
H 0.286 -0.457 1.526
H 2.110 1.414 0.554
H 1.101 1.896 1.778
H 0.767 2.607 -1.156
H 0.137 3.344 0.222
H -1.855 2.297 -0.979
H -1.618 -1.820 -1.105
*
```

Results of the Mulliken charge analysis, in e, for atoms 1 through 5: -0.72, -0.15, 0.48, -0.72, -0.74


# 7
The following is a quantum chemistry calculation of an isolated molecule of C7H10O in a non-equilibrium geometry, from OMol25.

Summary:
highest occupied orbital energy (alpha / beta): -7.6 / -7.5 eV
Kohn-Sham gap (alpha / beta): 8.0281 / 7.7417 eV

```
! RIJCOSX wB97M-V def2-TZVPD def2/J DEFGRID3
* xyz 0 1
C 0.822 0.551 -0.383
C 0.337 1.892 0.002
C 2.063 -0.118 0.295
C -0.116 -0.383 -1.121
C -0.960 1.187 0.692
C -1.182 -0.137 -0.010
C -1.723 -1.406 0.621
O -1.922 0.985 -0.327
H 0.084 2.490 -0.897
H 1.171 2.478 0.523
H 2.917 0.598 0.338
H 1.872 -0.434 1.312
H -0.404 -0.210 -2.153
H 0.333 -1.441 -0.962
H 2.365 -0.967 -0.228
H -2.089 -2.099 -0.107
H -2.599 -1.073 1.309
H -0.970 -1.913 1.096
*
```

Results of the Mulliken charge analysis, in e, for atoms 1 through 5: 0.68, -0.43, -1.48, -0.90, -0.75


# 8
The following is a quantum chemistry calculation of an isolated molecule of C7H10O in a non-equilibrium geometry, from OMol25.

Summary:
structure (SMILES): CC(C)=C1CC=CO1
highest occupied orbital energy: -7.8 eV
Kohn-Sham gap: 8.7648 eV

```
! RIJCOSX wB97M-V def2-TZVPD def2/J DEFGRID3
* xyz 0 1
C 1.933 1.155 -0.093
C 1.041 -0.137 -0.109
C 1.569 -1.546 0.053
C -0.311 0.014 -0.130
C -1.281 1.148 0.112
C -2.552 0.409 0.029
C -2.295 -0.910 -0.136
O -1.003 -1.212 0.023
H 1.274 1.976 0.135
H 2.536 1.360 -1.015
H 2.581 1.067 0.777
H 2.286 -1.696 0.900
H 0.801 -2.254 0.259
H 2.192 -1.836 -0.854
H -1.262 1.910 -0.692
H -1.151 1.468 1.204
H -3.480 0.860 -0.225
H -2.877 -1.776 -0.238
*
```

Results of the Mulliken charge analysis, in e, for atoms 1 through 5: -1.13, 0.87, -1.16, -0.18, -0.15


# 9
The following is a quantum chemistry calculation of an isolated molecule of C7H10O in a non-equilibrium geometry, from OMol25.

Summary:
structure (SMILES): C=CC(=C)/C=C\CO
highest occupied orbital energy: -9.1 eV
Kohn-Sham gap: 9.6314 eV

```
! RIJCOSX wB97M-V def2-TZVPD def2/J DEFGRID3
* xyz 0 1
C 0.994 2.083 0.446
C 1.397 0.956 -0.169
C 1.106 -0.479 0.080
C 1.866 -1.393 -0.496
C -0.074 -1.074 0.885
C -1.405 -0.952 0.643
C -1.916 -0.366 -0.651
O -2.448 0.857 -0.382
H 1.280 3.132 0.047
H 0.131 2.201 1.188
H 2.136 1.225 -0.963
H 1.583 -2.534 -0.726
H 2.667 -1.106 -1.225
H 0.299 -1.502 1.884
H -2.148 -1.049 1.498
H -1.053 -0.262 -1.342
H -2.594 -1.147 -0.909
H -1.821 1.412 0.193
*
```

Results of the Mulliken charge analysis, in e, for atoms 1 through 5: -0.75, -0.17, 0.53, -0.73, -0.41


# 10
The following is a quantum chemistry calculation of an isolated molecule of C7H10O in a non-equilibrium geometry, from OMol25.

Summary:
highest occupied orbital energy (alpha / beta): -8.2 / -8.4 eV
Kohn-Sham gap (alpha / beta): 8.3651 / 8.4031 eV

```
! RIJCOSX wB97M-V def2-TZVPD def2/J DEFGRID3
* xyz 0 1
C -1.775 1.264 -0.356
C 0.293 0.876 1.299
C -0.465 -1.377 0.234
C -2.230 -0.189 -0.377
C -0.279 1.226 -0.038
C 0.420 -0.050 0.078
C 1.766 -0.299 -0.443
O -1.734 -0.960 0.633
H -1.620 1.737 -1.307
H -2.255 1.881 0.404
H 1.210 1.304 1.672
H -0.511 0.684 1.961
H -0.607 -1.799 -0.780
H 0.171 -2.105 0.787
H -1.988 -0.567 -1.421
H 2.347 0.506 -1.085
H 1.635 -1.260 -1.090
H 2.383 -0.492 0.444
*
```

Results of the Mulliken charge analysis, in e, for atoms 1 through 5: -0.35, -1.11, -1.05, -0.38, -0.29


# 11
The following is a quantum chemistry calculation of a 2-piece molecular cluster, C7H10O overall in a non-equilibrium geometry, from OMol25.

Summary:
structure (SMILES): C=C=C(C)O.C#CC
highest occupied orbital energy: -8.7 eV
Kohn-Sham gap: 9.5742 eV

```
! RIJCOSX wB97M-V def2-TZVPD def2/J DEFGRID3
* xyz 0 1
C -1.143 -0.115 1.471
C -1.588 -0.284 0.242
C -1.851 -0.389 -1.017
C -2.038 -1.681 -1.653
O -2.104 0.772 -1.775
H -1.688 -0.210 2.411
H -0.043 -0.128 1.510
H -3.069 -1.868 -2.011
H -1.871 -2.440 -0.895
H -1.241 -1.671 -2.509
H -2.270 1.585 -1.305
C 1.592 0.716 -0.415
C 2.540 0.755 0.342
C 3.384 1.000 1.446
H 0.839 0.810 -1.094
H 3.636 2.013 1.401
H 4.186 0.293 1.547
H 2.728 0.844 2.305
*
```

Results of the Mulliken charge analysis, in e, for atoms 1 through 5: -0.77, 0.09, 0.68, -1.08, -0.53


# 12
The following is a quantum chemistry calculation of a 2-piece molecular cluster, C7H10O overall in a non-equilibrium geometry, from OMol25.

Summary:
highest occupied orbital energy (alpha / beta): -8.7 / -8.7 eV
Kohn-Sham gap (alpha / beta): 7.6833 / 8.6909 eV

```
! RIJCOSX wB97M-V def2-TZVPD def2/J DEFGRID3
* xyz 0 1
C 1.943 -1.340 -0.463
C 0.785 -1.859 -0.655
C -1.579 -0.381 -0.389
C -0.003 1.658 0.207
C -0.010 1.624 -1.328
C -0.574 0.557 -0.518
C -1.883 -0.616 1.125
O -2.259 -0.869 -1.274
H 2.849 -1.930 0.064
H 2.321 -0.447 -0.869
H 0.180 -2.668 -0.426
H 1.044 1.660 0.539
H -0.574 2.295 0.728
H -0.630 2.369 -1.781
H 1.014 1.477 -1.885
H -2.336 -1.642 1.107
H -2.572 0.168 1.591
H -0.947 -0.475 1.599
*
```

Results of the Mulliken charge analysis, in e, for atoms 1 through 5: -0.31, -0.46, 0.22, -0.68, -0.39


ΔE to the lowest compared entry with this formula, charge and spin across the listed records, respectively: 64.9; 90.0; 62.0; 124.8; 102.1; 0.0; 123.9; 46.3; 84.0; 142.2; 105.1; 159.2 kcal/mol.